{"formula": "C41H40N5O2PS2SiY", "method": "ωB97M-V with the def2-TZVPD basis set", "e_lumo_ev": -2.7, "multiplicity": 1, "relative_energy_kcal_mol": 40.6, "total_charge": 1, "elements": ["Y", "C", "Si", "C", "C", "C", "C", "C", "C", "N", "C", "S", "H", "H", "H", "H", "H", "H", "H", "H", "H", "H", "H", "H", "C", "C", "C", "C", "C", "C", "C", "S", "O", "O", "N", "C", "C", "C", "C", "C", "C", "C", "C", "N", "C", "H", "H", "H", "H", "H", "H", "H", "H", "H", "H", "H", "H", "H", "N", "P", "C", "C", "C", "C", "C", "C", "C", "C", "C", "C", "C", "C", "C", "C", "C", "C", "C", "N", "H", "H", "H", "H", "H", "H", "H", "H", "H", "H", "H", "H", "H", "H", "H"], "xyz": [[-0.76665, 0.41237, -0.01006], [-3.55695, -6.09374, -2.36904], [-2.44896, -4.54395, -2.48440], [-2.63054, -3.78419, -4.17518], [-0.69350, -4.92260, -2.13980], [-2.76709, -3.38244, -0.91872], [-3.51178, -3.94397, 0.13332], [-3.37547, -3.39202, 1.44540], [-2.66749, -2.22137, 1.53258], [-2.00063, -1.66910, 0.52368], [-2.16933, -2.12388, -0.75293], [-1.73547, -1.08230, -2.10930], [-3.56011, -6.65465, -3.29953], [-4.59332, -5.84599, -2.22609], [-3.20520, -6.73329, -1.52437], [-1.82139, -4.17314, -4.86041], [-2.65244, -2.67344, -4.17033], [-3.53039, -4.13454, -4.67424], [-0.29482, -5.84925, -2.55124], [-0.57101, -4.87303, -1.07094], [-0.15030, -4.06046, -2.59291], [-4.13550, -4.84377, -0.05433], [-3.80844, -3.94514, 2.31867], [-2.50000, -1.73470, 2.49146], [4.88809, -4.13308, -3.64857], [4.21279, -3.30363, -2.59168], [4.78794, -3.07269, -1.30130], [4.10838, -2.32719, -0.38708], [2.87670, -1.74211, -0.71126], [2.25895, -1.99342, -1.94477], [2.90381, -2.86874, -2.83647], [2.20699, -0.46930, 0.32104], [0.94879, -0.91317, 0.98510], [3.23394, 0.04725, 1.20138], [1.42002, 0.67488, -0.61285], [2.01463, 1.65175, -1.38072], [3.38771, 1.97342, -1.52823], [3.78736, 3.03653, -2.40119], [2.81664, 3.70526, -3.13975], [1.44187, 3.42130, -3.02035], [0.43338, 4.01130, -3.81429], [-0.88796, 3.77707, -3.54123], [-1.20618, 2.80992, -2.55839], [-0.29968, 2.16689, -1.77408], [1.03465, 2.38400, -2.10370], [4.17610, -4.23676, -4.53180], [5.22224, -5.13484, -3.32376], [5.77790, -3.63082, -4.04619], [5.78334, -3.49748, -1.05025], [4.53042, -2.07754, 0.62601], [1.31133, -1.55613, -2.22170], [2.31207, -3.27300, -3.63957], [4.16073, 1.48177, -0.97107], [4.83254, 3.27821, -2.57236], [3.19677, 4.45630, -3.82367], [0.76759, 4.66116, -4.66219], [-1.71933, 4.35063, -3.84543], [-2.20808, 2.47121, -2.49845], [-1.55520, 3.13768, 2.32503], [-0.20275, 2.06598, 2.48250], [-0.43106, 1.25636, 4.11673], [-0.90878, 1.94627, 5.27928], [-1.47929, 1.18445, 6.31104], [-1.39551, -0.19346, 6.31977], [-0.72964, -0.80247, 5.30188], [-0.24962, -0.12343, 4.19709], [1.14547, 3.16208, 2.99248], [2.19887, 2.52107, 3.65226], [3.29426, 3.22691, 4.03866], [3.44237, 4.58748, 3.72508], [2.37296, 5.23374, 3.08980], [1.26683, 4.50528, 2.69315], [-2.51909, 2.90336, 1.34307], [-3.36431, 3.95748, 0.90251], [-4.33236, 3.70554, -0.03219], [-4.57924, 2.42064, -0.52091], [-3.74256, 1.44376, -0.00731], [-2.62579, 1.71609, 0.70779], [-1.49024, 4.14667, 2.55365], [-0.89042, 3.02925, 5.33745], [-2.04777, 1.72613, 7.05375], [-1.89573, -0.75661, 7.11110], [-0.63780, -1.85105, 5.28778], [0.31582, -0.66221, 3.42101], [2.08290, 1.47105, 3.82539], [4.14001, 2.80736, 4.56159], [4.34225, 5.11209, 3.91706], [2.38537, 6.28754, 2.92614], [0.52264, 4.97725, 2.07739], [-3.42054, 4.83954, 1.50813], [-5.03005, 4.53525, -0.25436], [-5.43935, 2.21729, -1.12554], [-3.90830, 0.40528, -0.23073]], "lowdin_charge": [1.25, -0.18, 0.53, -0.20, -0.18, -0.25, -0.06, -0.05, -0.16, -0.08, -0.75, 0.57, 0.03, 0.02, 0.05, 0.06, -0.01, 0.02, 0.04, 0.03, 0.03, 0.10, 0.12, 0.11, -0.05, -0.24, -0.02, -0.07, -0.28, -0.04, -0.03, 0.67, -0.46, -0.29, -0.26, -0.27, 0.02, -0.05, -0.05, -0.15, 0.01, -0.04, -0.10, 0.02, -0.15, 0.10, 0.09, 0.08, 0.13, 0.14, 0.08, 0.11, 0.10, 0.11, 0.11, 0.14, 0.10, 0.09, -0.10, 1.05, -0.36, -0.05, -0.07, -0.08, -0.09, -0.11, -0.36, -0.09, -0.06, -0.04, -0.07, -0.10, -0.35, -0.01, -0.05, -0.04, -0.13, -0.05, 0.12, 0.11, 0.11, 0.12, 0.10, 0.10, 0.10, 0.11, 0.10, 0.10, 0.09, 0.11, 0.13, 0.11, 0.10]}

---

{"formula": "C2H3FINO", "method": "ωB97M-V with the def2-TZVPD basis set", "e_lumo_ev": [0.5, -3.3], "multiplicity": 3, "relative_energy_kcal_mol": 0.0, "elements": ["C", "C", "N", "O", "F", "I", "H", "H", "H"], "xyz": [[0.32431, 0.44431, -0.08483], [-1.20993, 0.22906, 0.16237], [0.95834, -0.73289, -0.10087], [0.81925, 1.52991, -0.03513], [-1.88825, 1.40615, 0.05273], [3.00745, -0.67464, 0.05309], [-1.37786, -0.05168, 1.21485], [-1.39650, -0.61943, -0.52656], [0.76317, -1.53081, -0.73565]], "lowdin_charge": [-0.66, -0.15, -0.41, 0.05, -0.02, 0.88, 0.13, 0.12, 0.05]}

---

{"formula": "C28H21PSeSn", "method": "ωB97M-V with the def2-TZVPD basis set", "e_lumo_ev": 0.3, "multiplicity": 1, "relative_energy_kcal_mol": 0.0, "elements": ["Sn", "C", "C", "C", "C", "C", "C", "P", "C", "C", "C", "C", "C", "C", "C", "C", "C", "C", "C", "C", "C", "C", "C", "C", "H", "H", "H", "H", "H", "H", "H", "H", "H", "H", "H", "H", "H", "H", "H", "H", "Se", "C", "C", "C", "C", "C", "C", "H", "H", "H", "H", "H"], "xyz": [[1.01739, 2.10514, 1.33120], [-3.65804, -1.33553, -2.06616], [-3.21215, -2.21894, -1.11803], [-2.07567, -1.94195, -0.33888], [-1.35847, -0.82513, -0.58534], [-1.73641, 0.03035, -1.63059], [-2.92433, -0.17860, -2.31815], [0.00537, -0.32025, 0.46535], [-0.00053, -1.55614, 1.79060], [-1.05079, -1.51217, 2.72473], [-1.05909, -2.47932, 3.70036], [0.01775, -3.34887, 3.86061], [1.10583, -3.32295, 2.99299], [1.11366, -2.35196, 2.00376], [1.49822, -0.63749, -0.49260], [1.48447, -1.58953, -1.48108], [2.67283, -1.99918, -2.10237], [3.85161, -1.48952, -1.70177], [3.88909, -0.55871, -0.63310], [5.12249, -0.07638, -0.10122], [5.22394, 0.82393, 0.87869], [4.02310, 1.40784, 1.35299], [2.83353, 0.98327, 0.87819], [2.71890, -0.04322, -0.09862], [-4.64317, -1.49466, -2.48881], [-3.77476, -3.08297, -0.80263], [-1.74820, -2.64257, 0.45403], [-1.09775, 0.88601, -1.77592], [-3.23861, 0.61231, -3.02035], [-1.79002, -0.75901, 2.65055], [-1.89839, -2.49782, 4.41281], [0.02098, -4.18761, 4.57139], [1.91753, -3.98879, 3.20982], [1.91879, -2.42171, 1.33514], [0.55016, -2.01499, -1.88394], [2.63621, -2.78662, -2.82661], [4.79692, -1.79400, -2.20517], [6.05668, -0.39802, -0.57283], [6.20954, 1.09192, 1.22511], [4.09988, 2.24398, 1.98951], [0.68807, 2.85703, -1.12128], [-1.15976, 3.46269, -0.95362], [-1.85265, 3.60039, 0.20901], [-3.20408, 3.90733, 0.27301], [-3.86846, 4.06822, -0.94336], [-3.19693, 4.06101, -2.15007], [-1.85832, 3.62871, -2.18755], [-1.31356, 3.51103, 1.18503], [-3.70201, 4.18221, 1.23949], [-4.98858, 4.33495, -0.98225], [-3.73571, 4.33571, -3.04178], [-1.32654, 3.72055, -3.11030]], "lowdin_charge": [0.77, -0.09, -0.08, -0.09, -0.38, -0.08, -0.06, 0.98, -0.36, -0.10, -0.08, -0.08, -0.07, -0.07, -0.35, -0.06, -0.08, -0.02, -0.16, -0.05, -0.08, -0.14, -0.38, -0.26, 0.11, 0.10, 0.12, 0.04, 0.11, 0.10, 0.11, 0.11, 0.10, 0.09, 0.12, 0.10, 0.13, 0.12, 0.11, 0.08, 0.56, -0.64, -0.20, -0.09, -0.12, -0.10, -0.13, 0.03, 0.12, 0.12, 0.10, 0.09]}